Molecular formula: C24H60F6Li2N3O24S6
Method: DFT, ωB97M-V/def2-TZVPD

Summary:
- M: 1095.013 g/mol
- Total energy: -161182.7373 eV
- Gap between HOMO and LUMO: 0.20145 hartree
- Net charge: -1
- LUMO level: -1.13 eV

```
125
Properties=species:S:1:pos:R:3:forces:R:3:mulliken_charge:R:1
S 12.073 -4.228 -2.601 0.606 -7.698 3.958 1.04
S 19.975 -3.693 4.590 -2.544 7.763 -3.929 0.96
S 20.491 -5.757 5.468 1.438 -7.253 2.868 0.94
S 14.274 -8.327 4.692 0.362 -9.658 3.922 0.97
S 11.504 -2.106 -3.426 -0.097 2.809 -4.674 1.11
S 13.292 -6.491 3.665 -2.831 5.224 -4.122 0.96
F 13.896 -5.587 2.439 0.551 -0.575 1.064 -0.31
F 12.548 -1.266 -4.333 -0.099 -0.211 0.014 -0.29
F 18.844 -3.413 3.495 -0.828 1.929 -2.213 -0.32
F 19.491 -6.820 6.111 -0.497 -1.020 0.310 -0.27
F 12.357 -5.783 -3.070 0.231 0.392 -0.375 -0.34
F 15.576 -8.844 5.529 0.100 0.625 -0.438 -0.32
O 19.554 -2.628 5.512 1.828 -2.518 -0.347 -0.54
O 5.555 -6.712 1.679 0.117 0.245 1.755 -0.35
O 3.944 -4.093 2.435 -0.043 -0.144 -1.163 -0.39
O 8.445 -12.567 5.792 0.628 -0.923 0.260 -0.26
O 20.939 -5.127 6.716 -0.216 0.373 -2.924 -0.52
O 11.844 -1.544 -2.140 -0.847 -1.465 -0.533 -0.51
O 14.214 -9.365 3.643 -0.333 2.454 2.096 -0.57
O 21.960 -12.658 6.122 -1.043 1.731 1.704 -0.30
O 10.753 -4.539 -1.950 2.898 2.323 -1.009 -0.58
O 15.863 -4.896 8.108 -0.634 0.537 -0.796 -0.08
O 10.252 -1.795 -4.101 1.208 -0.654 1.695 -0.59
O 12.662 -5.450 4.467 1.562 -2.155 -0.149 -0.55
O 16.799 -8.595 12.161 0.651 0.445 -0.712 -0.37
O 13.865 -9.478 11.385 0.015 0.824 -0.929 -0.35
O 9.466 -14.092 0.432 0.360 1.063 0.454 -0.29
O 12.422 -7.350 2.860 2.125 0.436 2.545 -0.43
O 21.201 -3.564 3.791 -1.587 -1.083 2.526 -0.54
O 13.305 -8.320 5.817 1.258 0.728 -3.117 -0.54
O 21.404 -6.683 4.734 -2.216 3.447 1.180 -0.57
O 24.548 -13.056 5.620 1.808 -1.277 -0.183 -0.29
O 10.596 -11.710 -0.197 0.282 1.363 0.950 -0.33
O 15.382 -2.818 6.279 0.176 0.123 -0.097 -0.17
O 13.301 -4.033 -1.811 -2.380 0.564 -0.720 -0.58
O 7.550 -15.307 6.085 0.896 0.422 0.074 -0.30
N 19.221 -5.075 4.664 3.466 -2.053 2.354 -0.09
N 14.853 -7.001 4.243 -1.615 3.500 -1.712 -0.16
N 12.074 -3.654 -4.031 -1.465 3.922 1.701 -0.27
C 4.348 -5.176 3.263 -0.407 -0.470 -0.917 -0.55
C 16.332 -9.529 11.219 -0.445 -0.869 1.026 -0.61
C 8.963 -15.026 6.058 -0.985 0.635 -2.369 -0.42
C 15.993 -8.171 13.224 -0.615 0.382 -0.774 -0.61
C 3.299 -4.583 1.225 0.434 0.604 0.213 -0.62
C 9.288 -13.590 6.462 -1.722 0.629 0.153 -0.48
C 6.795 -6.985 1.042 0.101 1.468 -0.974 -0.73
C 16.909 -4.532 8.991 0.179 0.024 1.051 -0.89
C 8.890 -11.208 5.875 0.857 -0.358 1.002 -0.77
C 14.699 -4.050 8.110 -0.195 1.152 1.280 -0.67
C 14.856 -2.622 7.591 0.263 -1.261 -1.403 -0.65
C 9.007 -12.909 1.160 0.304 -0.815 -0.815 -0.49
C 15.372 -1.642 5.483 -0.038 -0.229 -0.288 -0.83
C 8.605 -15.222 0.374 0.580 1.311 0.036 -0.62
C 11.549 -10.612 -0.307 -1.082 -0.040 -0.112 -0.64
C 25.827 -13.733 5.636 0.413 0.420 0.390 -0.83
C 24.293 -12.393 6.817 -1.889 0.998 0.296 -0.59
C 14.993 -9.260 10.504 0.403 -0.337 0.614 -0.21
C 12.637 -8.920 10.867 0.099 -0.970 0.077 -0.71
C 20.707 -12.377 6.772 -1.116 -0.410 0.005 -0.75
C 10.105 -11.833 1.157 0.701 -0.940 -0.552 -0.43
C 22.878 -11.668 6.652 2.523 -1.260 -0.925 -0.46
C 5.731 -5.820 2.818 -2.124 0.097 0.339 -0.43
C 7.226 -16.665 5.839 -0.147 0.373 0.650 -0.78
Li 17.291 -6.472 2.846 -0.137 -0.077 -0.013 0.91
Li 16.458 -5.125 5.646 -0.415 0.503 0.985 0.90
H 7.677 -6.999 1.682 -0.197 -0.187 0.396 0.28
H 9.841 -11.014 5.379 -0.004 -0.275 -0.651 0.30
H 11.850 -9.134 11.590 0.317 0.641 0.504 0.27
H 8.469 -15.604 1.386 -0.595 -0.163 0.029 0.18
H 25.108 -11.720 7.080 -0.004 0.614 -0.238 0.40
H 8.153 -10.474 5.551 -0.284 -0.650 -0.392 0.28
H 15.072 -7.731 12.842 -0.097 0.370 -0.027 0.22
H 9.030 -13.683 7.518 0.317 1.246 0.486 0.28
H 6.176 -16.686 5.548 -0.003 -0.041 0.226 0.25
H 16.292 -10.477 11.755 -0.605 -0.470 0.017 0.35
H 15.625 -8.966 13.873 0.554 -0.243 0.345 0.28
H 9.236 -15.081 5.004 0.363 -0.577 -0.241 0.26
H 10.974 -12.040 1.781 0.086 -0.675 0.197 0.32
H 6.888 -6.120 0.385 0.794 -0.018 -0.355 0.32
H 6.345 -4.933 2.664 0.387 -0.173 -0.710 0.35
H 12.070 -10.687 -1.261 0.165 -0.436 0.270 0.26
H 16.291 -1.078 5.645 -0.092 0.211 -0.029 0.28
H 13.861 -2.183 7.519 -0.296 -0.084 -0.016 0.47
H 8.628 -13.208 2.137 0.507 0.098 0.479 0.35
H 8.139 -12.434 0.702 -0.190 -0.243 -0.660 0.29
H 22.997 -10.864 5.926 -0.152 0.063 -0.144 0.29
H 10.337 -13.370 6.265 0.065 -0.125 0.246 0.36
H 16.611 -4.499 10.039 -0.724 -0.183 0.127 0.33
H 17.182 -9.698 10.557 -0.321 0.456 -0.553 0.35
H 26.648 -13.138 6.037 -0.123 1.048 -0.123 0.31
H 15.033 -8.248 10.099 -0.351 0.278 0.044 0.14
H 26.187 -14.040 4.654 -0.770 0.090 -0.174 0.28
H 15.295 -1.951 4.440 0.190 0.042 0.007 0.28
H 17.655 -5.326 8.984 0.110 0.231 -0.521 0.31
H 3.864 -5.389 0.756 -0.020 -0.061 0.233 0.25
H 12.212 -9.439 10.008 0.683 -0.369 -0.552 0.32
H 2.271 -4.892 1.412 -0.053 -0.253 0.342 0.27
H 6.156 -6.369 3.659 0.054 -0.207 0.059 0.39
H 24.201 -13.012 7.710 -0.052 -0.845 -0.129 0.32
H 12.206 -10.511 0.557 0.337 -0.592 -0.026 0.23
H 9.730 -10.921 1.621 -0.489 0.407 -0.529 0.36
H 25.954 -14.575 6.316 -1.099 -0.540 0.017 0.34
H 9.108 -15.982 -0.223 0.062 0.102 0.019 0.23
H 3.468 -5.819 3.224 0.411 -1.100 0.029 0.34
H 20.588 -12.903 7.719 0.565 0.074 0.351 0.29
H 19.785 -12.666 6.267 0.526 -0.684 -1.042 0.30
H 22.624 -11.211 7.609 -0.401 -0.368 0.076 0.40
H 7.707 -14.899 -0.153 -0.514 -0.454 0.309 0.30
H 13.868 -4.533 7.596 0.492 -0.276 -0.365 0.34
H 4.297 -4.814 4.290 0.881 0.161 0.045 0.34
H 3.229 -3.779 0.493 0.231 0.258 0.268 0.27
H 6.802 -7.857 0.388 -0.544 -0.215 0.431 0.26
H 14.477 -1.059 5.697 0.075 0.210 0.088 0.33
H 11.056 -9.641 -0.350 -0.512 0.043 0.010 0.29
H 17.333 -3.539 8.847 0.164 -0.065 -0.746 0.30
H 9.548 -15.735 6.643 0.043 0.033 0.213 0.36
H 20.456 -11.327 6.926 0.809 0.358 0.115 0.27
H 12.724 -7.878 10.559 0.071 0.185 0.468 0.27
H 15.431 -1.913 8.186 0.540 -0.282 0.109 0.37
H 9.132 -10.910 6.895 -0.242 -0.228 0.521 0.31
H 7.388 -17.186 6.783 -0.194 -0.525 -0.023 0.30
H 14.924 -9.954 9.666 -0.012 -0.053 -0.193 0.42
H 14.310 -3.830 9.104 0.225 -0.811 0.715 0.38
H 7.776 -17.187 5.056 0.431 0.380 -0.208 0.32
H 16.610 -7.397 13.679 -0.347 -0.244 0.596 0.25
```
Positions in Å, forces in eV/Å.